Density functional theory data (ωB97M-V with the def2-TZVPD basis set) for 3 unconnected molecules or ions with the total composition C20H19BrF9IN4O7PS.

```
63
Properties=species:S:1:pos:R:3
C 1.7574 1.3032 0.5542
C 1.1134 0.0191 -0.0177
I 2.5133 -0.9777 -1.2761
C -0.2032 0.3669 -0.6966
N -1.1038 -0.8175 -0.8409
Br -0.9293 -1.5714 -2.5631
C -2.3637 -0.7993 -0.4046
N -3.3352 -1.4994 -1.0080
P -3.5098 -3.3125 -0.6078
N -3.3297 -3.1851 1.0619
O -5.1280 -3.3682 -0.5952
N -2.5554 -0.1746 0.7978
S -4.0033 0.0489 1.6457
O -5.0910 -0.3401 0.8235
O -3.7755 -0.4277 2.9566
C -4.1444 1.9387 1.8415
F -5.4463 2.1704 1.8530
F -3.6286 2.1983 3.0399
C -3.4134 2.8998 0.8602
F -3.5949 4.1353 1.3110
F -2.0953 2.6015 0.9660
C -3.7731 2.8668 -0.6539
F -2.7737 3.4816 -1.2856
F -3.7931 1.5730 -1.0569
C -5.0919 3.5489 -1.1260
F -6.1464 2.9577 -0.5680
F -5.0842 4.8409 -0.8256
F -5.1641 3.4031 -2.4490
H 2.8002 1.4124 0.2578
H 1.7106 1.2921 1.6462
H 1.2328 2.1990 0.2035
H 0.8813 -0.6709 0.7882
H -0.6897 1.1089 -0.0575
H -0.0806 0.8197 -1.6836
H -4.2204 -1.0005 -0.9733
H -2.3596 -3.1598 1.3689
H -3.8560 -3.8668 1.5997
H -5.5072 -3.2757 -1.4815
H -1.7516 0.2223 1.2731
C 1.6009 -3.0239 4.8578
C 0.6275 -2.5575 4.0806
C 0.7090 -2.6630 2.6065
O -0.1856 -2.2210 1.8979
C 1.9081 -3.3112 2.0198
C 2.8832 -3.7782 2.7950
C 2.8085 -3.6720 4.2770
O 3.6914 -4.0964 4.9834
H 1.5690 -2.9593 5.9379
H -0.2602 -2.0826 4.4797
H 1.9381 -3.3769 0.9392
H 3.7694 -4.2545 2.3958
C 6.3310 2.3276 -2.6060
C 6.6306 2.9629 -3.7354
C 6.5624 2.2718 -5.0500
O 6.8314 2.8485 -6.0790
C 6.1487 0.8433 -5.0521
C 5.8502 0.2105 -3.9212
C 5.9150 0.9034 -2.6106
O 5.6335 0.3267 -1.5796
H 6.3749 2.8075 -1.6365
H 6.9369 4.0010 -3.7599
H 6.1095 0.3619 -6.0210
H 5.5499 -0.8297 -3.8971
```

Strongest force on any atom = 1.8 eV/A
Highest occupied orbital energy = -11.8306 eV
DFT total energy = -6028.9536 Ha
Frontier orbital gap = 7.72 eV
2S+1 = 1
Net charge = +1